Record 1
Below is a cluster of 13 separate species, C52H78O39 in total in a non-equilibrium geometry, with properties calculated with ωB97M-V/def2-TZVPD.

Values from the calculation:
Energy relative to the best compared isomer or geometry (same formula, charge and spin), eV: 7.069
Charge: 0
Molecular weight, g/mol: 1327.157

Element x y z (Å)
C -2.61858 -0.56981 4.88973
C -3.66563 0.55102 4.71825
C -5.00249 0.17634 5.26566
O -5.26104 1.14715 6.25228
C -4.11459 1.86842 6.43649
O -4.02408 2.66039 7.41786
O -3.19371 1.56630 5.56446
H -1.61358 -0.17963 4.72895
H -2.65971 -1.32794 4.10766
H -2.56740 -1.17333 5.79597
H -3.69447 0.90486 3.68768
H -4.96769 -0.84991 5.63129
H -5.68321 0.21274 4.41514
C 2.11325 -8.80010 2.12100
C 0.86562 -7.89697 2.20168
C 0.80230 -7.23376 3.50955
O 0.99327 -5.89864 3.26740
C 0.97195 -5.65428 1.92933
O 1.05749 -4.53746 1.42566
O 1.00269 -6.81429 1.28324
H 3.04064 -8.22744 2.11056
H 2.14864 -9.41707 1.22311
H 2.09605 -9.32183 3.07787
H -0.00145 -8.51387 1.96565
H 1.51052 -7.67321 4.21199
H -0.21719 -7.32460 3.88437
C -1.47531 -0.00936 -4.29698
C -1.60150 -1.14404 -3.26724
C -2.92509 -1.91620 -3.39430
O -2.50841 -3.29157 -3.53293
C -1.23233 -3.32328 -3.78983
O -0.62974 -4.33321 -4.02135
O -0.67473 -2.11824 -3.61528
H -2.28674 0.71466 -4.22313
H -1.41113 -0.29026 -5.34821
H -0.64918 0.62697 -3.97964
H -1.57475 -0.83501 -2.22231
H -3.40316 -1.56117 -4.30726
H -3.52923 -1.62031 -2.53664
C -2.87038 2.96296 1.53073
C -3.96290 3.95375 1.94820
C -5.34848 3.74922 1.28311
O -6.23783 4.01987 2.33992
C -5.62577 3.79812 3.48559
O -6.10477 3.84336 4.61313
O -4.29895 3.54646 3.20889
H -3.33923 1.98152 1.45972
H -2.05010 2.95661 2.24851
H -2.51880 3.10801 0.50924
H -3.67320 5.00036 2.04185
H -5.38681 2.72130 0.92255
H -5.44801 4.41458 0.42551
C 0.61358 -0.61776 1.50161
C 0.38564 0.21472 0.25934
C 0.33726 1.74383 0.37130
O 0.98421 2.14364 -0.82067
C 1.90675 1.17969 -1.12454
O 2.91176 1.37460 -1.88229
O 1.60147 0.04531 -0.45896
H 1.40051 -0.20568 2.13330
H 0.78234 -1.65610 1.21617
H -0.32154 -0.56583 2.05924
H -0.40733 -0.24370 -0.33153
H 0.78686 2.16161 1.27210
H -0.69256 2.10092 0.36434
C 6.04853 3.60599 -0.15442
C 5.32009 3.31168 1.15898
C 3.80307 3.20942 0.99681
O 3.49539 1.94334 1.61795
C 4.61386 1.32325 1.96967
O 4.62116 0.19711 2.43594
O 5.69016 2.00914 1.65685
H 5.62233 2.99429 -0.94957
H 7.12035 3.42015 -0.22345
H 5.94581 4.66139 -0.40680
H 5.57315 4.17882 1.76899
H 3.53143 3.24656 -0.05814
H 3.36138 4.04005 1.54732
C -7.10061 -1.92174 0.05179
C -6.15200 -0.75404 0.15930
C -5.91751 -0.21305 1.56156
O -4.51818 -0.40060 1.72739
C -4.02594 -0.97933 0.62650
O -2.87266 -1.22936 0.49840
O -4.92326 -1.16849 -0.24697
H -8.12808 -1.55796 0.04434
H -7.09151 -2.72767 0.78562
H -7.04826 -2.35551 -0.94681
H -6.47672 0.09120 -0.44751
H -6.60752 -0.66659 2.27309
H -6.20353 0.83870 1.57334
C 2.36904 -2.76145 4.13977
C 3.84401 -3.11088 3.84107
C 4.14467 -4.55432 4.34906
O 4.71764 -5.16005 3.21478
C 4.66844 -4.41794 2.16752
O 5.18015 -4.76865 1.10676
O 4.12613 -3.18541 2.46391
H 2.23060 -2.55665 5.20137
H 1.62683 -3.50904 3.85992
H 2.00745 -1.92393 3.54319
H 4.47002 -2.30640 4.22714
H 3.23021 -5.04434 4.68334
H 4.81263 -4.58723 5.20977
C -0.29600 6.30239 -4.70615
C 0.69814 5.11274 -4.67756
C 0.20298 3.87481 -3.99595
O 0.36508 2.89767 -4.97106
C 0.88697 3.33658 -6.10794
O 1.29781 2.63058 -7.05447
O 0.93364 4.66741 -6.05676
H 0.15800 7.08238 -5.31738
H -0.27664 6.67916 -3.68352
H -1.27748 5.96619 -5.04048
H 1.65305 5.43081 -4.25913
H -0.79915 3.98850 -3.58254
H 0.85552 3.58727 -3.17156
C -0.72680 7.27605 1.49277
C -0.94694 6.99977 0.01049
C -0.94364 5.54093 -0.33980
O -2.16282 5.29804 -1.08443
C -2.90844 6.36902 -1.10235
O -4.02342 6.47012 -1.56448
O -2.27287 7.40865 -0.47886
H 0.26119 6.93031 1.79683
H -1.46190 6.83361 2.16505
H -0.78073 8.32855 1.77103
H -0.15909 7.41688 -0.61675
H -0.75851 4.93041 0.54399
H -0.09303 5.37376 -1.00058
C 4.64182 3.06891 -4.29728
C 4.92080 4.54852 -4.44577
C 6.14259 4.95176 -3.57168
O 7.03322 5.43952 -4.53028
C 6.55437 5.31030 -5.77800
O 7.15435 5.64061 -6.82031
O 5.30096 4.81391 -5.70029
H 3.97244 2.68192 -5.06558
H 4.16182 2.88997 -3.33516
H 5.59044 2.53235 -4.27956
H 4.16440 5.33018 -4.37515
H 6.45473 4.00601 -3.12872
H 5.96137 5.70813 -2.80802
C -1.43533 -4.01775 -0.35005
C -2.50019 -5.01070 -0.28931
C -2.60759 -5.84110 -1.58244
O -2.86565 -7.15129 -1.19546
C -2.53501 -7.20706 0.12490
O -2.70151 -8.23767 0.81504
O -2.09834 -6.04884 0.59902
H -1.68391 -3.18388 -1.00652
H -0.46433 -4.40358 -0.66055
H -1.35332 -3.63239 0.66626
H -3.48219 -4.62086 -0.02139
H -1.73604 -5.81840 -2.23665
H -3.45730 -5.39944 -2.10304
C 1.84355 -2.96233 -2.19975
C 2.82130 -3.63787 -1.30407
C 2.66960 -5.13568 -1.35546
O 3.94114 -5.57740 -1.83456
C 4.58331 -4.54247 -2.26326
O 5.63110 -4.60488 -2.85596
O 3.99067 -3.44318 -1.94045
H 0.86050 -3.12663 -1.75846
H 1.86022 -3.37898 -3.20684
H 1.92904 -1.87880 -2.28190
H 2.84246 -3.27106 -0.27787
H 1.93972 -5.40710 -2.11816
H 2.58106 -5.62923 -0.38763


Record 2
Below is a structure of composition C2H4N2O3 in a non-equilibrium geometry, with properties calculated with ωB97M-V/def2-TZVPD.

Values from the calculation:
Energy relative to the best compared isomer or geometry (same formula, charge and spin), eV: 3.228
Charge: 0
Molecular weight, g/mol: 104.065

Element x y z (Å)
N 0.98385 0.36204 -0.35572
N 0.03039 1.14889 -0.98803
C 0.63108 -0.42427 0.65835
C -1.52242 0.26791 -0.44470
O 1.54451 -1.31369 1.06989
O -0.59505 -0.50255 0.99803
O -2.54207 0.84260 -0.25040
H 1.15207 -1.88405 1.74621
H 1.80678 0.10590 -0.89090
H -0.09763 1.99535 -0.43321
H -1.39151 -0.59813 -1.10949


Record 3
Below is a cluster of 2 separate species, C3H10NO in total in a non-equilibrium geometry, with properties calculated with ωB97M-V/def2-TZVPD.

Values from the calculation:
Energy relative to the best compared isomer or geometry (same formula, charge and spin), eV: 1.058
Charge: +1
Molecular weight, g/mol: 76.119

Element x y z (Å)
C -0.25702 -1.33159 -1.53732
C -0.71921 -0.00821 -0.96467
C 1.28277 0.92808 -0.01471
N 0.18449 0.31487 0.14481
H 0.78105 -1.09200 -1.91379
H -0.09082 -2.08156 -0.76204
H -0.61326 -1.74629 -2.45156
H -0.76245 0.77599 -1.70454
H -1.77740 -0.02618 -0.60789
H 1.83275 1.04536 0.91775
H 1.54643 1.35482 -0.96822
H -0.15528 -0.13824 1.03188
H 0.30062 0.86602 3.27057
H -1.23499 0.69600 2.88330
O -0.31770 0.44291 2.67644


Record 4
Below is a structure of composition C4H8NO2 in a non-equilibrium geometry, with properties calculated with ωB97M-V/def2-TZVPD.

Values from the calculation:
Energy relative to the best compared isomer or geometry (same formula, charge and spin), eV: 5.987
Charge: -2
Molecular weight, g/mol: 102.113
Spin multiplicity: 2
<S²>: 0.756

Element x y z (Å)
O -0.19823 1.46516 1.11398
C -0.42366 0.66637 -0.11178
N 0.78085 -0.00659 -0.51097
C 1.68708 -0.66339 0.51416
O 2.74555 -1.26452 -0.05801
C -1.70394 0.53422 -0.75292
C -2.65923 -0.54843 -0.36896
H 0.51711 -0.71423 -1.18716
H 1.03656 -1.28472 1.17466
H 1.96441 0.19903 1.17916
H -0.45085 1.96931 0.16176
H -2.16777 1.44110 -1.16628
H -3.40536 -0.73846 -1.16342
H -3.15144 -0.45993 0.64492
H -2.18598 -1.54638 -0.37334